# C38H48AsLiNOSSi3

C38H48AsLiNOSSi3 as an isolated structure (wB97M-V/def2-TZVPD, the Open Molecules 2025 dataset).

Cartesian coordinates (Å):
Li1 1.606 -0.500 -1.722
C1 -3.149 0.114 -1.185
O1 -1.862 -0.307 -0.762
Si1 -1.295 -1.910 -0.959
C2 -2.846 -2.879 -1.422
C3 -0.893 -2.372 0.814
C4 0.119 -2.056 -2.089
Si2 -0.243 -1.704 -3.834
C5 -1.030 -3.110 -4.815
C6 1.310 -1.194 -4.775
C7 -1.410 -0.230 -4.072
Si3 0.999 -3.651 -1.796
C8 2.014 -3.697 -0.205
C9 -0.144 -5.158 -1.675
C10 2.233 -4.101 -3.146
H1 -3.459 -0.350 -2.123
H2 -3.131 1.197 -1.340
H3 -3.909 -0.105 -0.428
H4 -3.693 -2.635 -0.769
H5 -2.656 -3.954 -1.350
H6 -3.149 -2.676 -2.459
H7 -1.694 -2.036 1.481
H8 0.044 -1.907 1.142
H9 -0.781 -3.457 0.934
H10 -0.365 -3.981 -4.860
H11 -1.261 -2.806 -5.843
H12 -1.962 -3.439 -4.337
H13 2.142 -1.878 -4.587
H14 1.642 -0.196 -4.464
H15 1.128 -1.166 -5.858
H16 -2.461 -0.543 -4.119
H17 -1.178 0.294 -5.007
H18 -1.313 0.485 -3.245
H19 1.397 -3.896 0.678
H20 2.542 -2.750 -0.053
H21 2.773 -4.487 -0.271
H22 -0.739 -5.129 -0.754
H23 0.430 -6.092 -1.674
H24 -0.844 -5.187 -2.521
H25 3.052 -3.373 -3.163
H26 1.785 -4.140 -4.146
H27 2.662 -5.087 -2.930
C11 0.893 2.994 -1.804
C12 1.927 2.573 -0.790
C13 2.288 3.443 0.265
C14 3.249 3.054 1.145
C15 3.922 1.825 0.969
C16 4.938 1.385 1.849
C17 5.588 0.216 1.566
C18 5.279 -0.534 0.417
C19 4.279 -0.168 -0.477
S1 3.970 -1.054 -1.936
C20 3.546 1.035 -0.146
N1 2.511 1.412 -0.963
H28 1.384 3.555 -2.605
H29 0.130 3.632 -1.360
H30 0.415 2.121 -2.246
H31 1.783 4.394 0.371
H32 3.516 3.684 1.987
H33 5.192 1.985 2.716
H34 6.373 -0.132 2.230
H35 5.840 -1.433 0.189
C21 -0.520 6.119 3.381
C22 -1.331 6.031 2.257
C23 -1.453 4.822 1.584
C24 -0.785 3.679 2.026
C25 0.035 3.782 3.147
C26 0.165 4.993 3.819
As1 -1.082 2.014 0.974
C27 -0.387 0.778 2.298
C28 0.938 0.403 2.458
C29 1.287 -0.479 3.474
C30 0.303 -0.989 4.315
C31 -1.027 -0.624 4.147
C32 -1.380 0.263 3.134
C33 -2.748 0.750 2.840
C34 -3.910 0.351 3.493
C35 -5.131 0.906 3.137
C36 -5.199 1.865 2.130
C37 -4.045 2.249 1.460
C38 -2.824 1.691 1.808
H36 -0.417 7.059 3.908
H37 -1.872 6.901 1.906
H38 -2.079 4.766 0.699
H39 0.578 2.915 3.502
H40 0.800 5.053 4.695
H41 1.701 0.782 1.792
H42 2.322 -0.772 3.599
H43 0.573 -1.683 5.102
H44 -1.785 -1.038 4.801
H45 -3.869 -0.396 4.278
H46 -6.034 0.588 3.643
H47 -6.153 2.302 1.861
H48 -4.105 2.980 0.661

Forces on atoms 1 to 6 (eV/Å):
Li 0.39 -0.08 -0.12
C 0.32 -0.07 0.16
O -0.29 -0.07 -0.35
Si 0.06 0.41 0.11
C -0.19 -0.06 -0.20
C 0.07 -0.22 0.16

Net charge: -1
M: 733.0 g mol⁻¹
Largest force on an atom: 0.5 eV Å⁻¹
Spin multiplicity: 1
Orbital gap: 6.47 eV

Atomic partial charges in e from the Löwdin method, atoms 1 to 6:
1 Li 0.449
2 C -0.194
3 O -0.354
4 Si 0.285
5 C -0.156
6 C -0.149



# C4H4N2O2

One molecule with the formula C4H4N2O2 in a non-equilibrium geometry (wB97M-V/def2-TZVPD, the Open Molecules 2025 dataset).

Cartesian coordinates (Å):
H1 0.219 1.177 2.700
N1 0.855 0.873 1.923
C1 0.247 0.352 0.921
N2 -1.042 0.096 0.547
C2 -1.173 -0.213 -0.824
O1 -2.161 -0.284 -1.463
C3 0.246 -0.541 -1.304
O2 0.949 -1.419 -0.374
C4 1.198 -0.018 -0.331
H2 -2.039 0.485 0.999
H3 0.396 -0.761 -2.376
H4 2.305 0.252 -0.418

Forces on atoms 1 to 6 (eV/Å):
H 0.53 -0.58 -0.82
N -1.94 -0.12 0.16
C 3.82 2.23 -0.42
N -4.74 1.36 0.39
C 2.49 -0.86 1.06
O -1.50 0.25 -0.56

Net charge: 0
M: 112.1 g mol⁻¹
Largest force on an atom: 4.9 eV Å⁻¹
Spin multiplicity: 1
Orbital gap: 10.79 eV

Atomic partial charges in e from the Löwdin method, atoms 1 to 6:
1 H 0.064
2 N 0.129
3 C -0.375
4 N 0.134
5 C -0.421
6 O 0.133



# C16H21Cl5F3IrN4O7Se

C16H21Cl5F3IrN4O7Se as an isolated structure in a non-equilibrium geometry (wB97M-V/def2-TZVPD, the Open Molecules 2025 dataset).

Cartesian coordinates (Å):
Ir1 0.112 -0.135 0.115
N1 0.484 1.972 -3.425
C1 1.389 2.744 -2.570
C2 2.489 1.824 -1.987
C3 2.568 1.574 -0.464
N2 1.946 0.337 -0.002
C4 2.015 2.752 0.338
C5 0.591 3.088 -0.087
N3 -0.345 1.967 0.215
C6 0.599 3.567 -1.537
H1 0.978 1.629 -4.240
H2 -0.308 2.536 -3.742
H3 -0.617 0.876 -2.589
H4 1.901 3.480 -3.198
H5 3.458 2.245 -2.264
H6 2.427 0.854 -2.486
H7 3.632 1.467 -0.244
H8 2.331 -1.179 2.733
H9 2.593 -0.225 0.539
H10 2.641 3.630 0.160
H11 2.059 2.528 1.407
H12 0.239 3.930 0.515
H13 -1.278 2.104 -0.219
H14 -0.542 2.033 1.211
H15 1.067 4.553 -1.495
H16 -0.422 3.721 -1.898
Cl1 1.129 -1.813 3.076
C7 1.197 -2.755 1.375
C8 0.679 -2.129 0.258
C9 0.707 -2.916 -0.900
Cl2 0.138 -2.232 -2.374
C10 1.181 -4.226 -0.911
Cl3 1.140 -5.156 -2.351
C11 1.721 -4.776 0.250
Cl4 2.375 -6.364 0.227
C12 1.754 -4.027 1.425
Cl5 2.541 -4.688 2.804
F1 -1.395 -2.883 2.594
C13 -0.516 -2.833 3.602
F2 -0.234 -4.077 3.959
F3 -1.057 -2.181 4.624
C14 0.112 -0.517 2.549
O1 1.824 -2.352 4.287
O2 -0.163 0.629 2.879
C15 -4.214 -1.133 0.269
C16 -2.963 -0.573 0.855
N4 -3.044 0.098 2.004
O3 -1.895 -0.752 0.243
H17 -5.011 -1.229 1.005
H18 -3.996 -2.097 -0.183
H19 -4.522 -0.455 -0.532
H20 -3.949 0.323 2.378
H21 -2.241 0.595 2.360
O4 -2.369 2.562 -3.180
Se1 -2.776 1.389 -2.143
O5 -2.907 1.935 -0.614
O6 -1.318 0.391 -2.049
O7 -3.936 0.372 -2.572

Forces on atoms 1 to 6 (eV/Å):
Ir -0.03 0.22 0.51
N -0.31 -0.23 0.19
C 0.09 0.06 0.00
C 0.04 -0.07 -0.03
C -0.07 0.11 0.12
N 0.09 -0.06 -0.17

Net charge: 0
M: 886.8 g mol⁻¹
Largest force on an atom: 1.7 eV Å⁻¹
Spin multiplicity: 5
Orbital gap (spin up / spin down): 6.44 / 6.38 eV

Atomic partial charges in e from the Löwdin method, atoms 1 to 6:
1 Ir 1.377
2 N 0.032
3 C -0.341
4 C -0.082
5 C -0.361
6 N -0.120



# C3H7NO2

A 2-piece molecular cluster, C3H7NO2 overall in a non-equilibrium geometry (wB97M-V/def2-TZVPD, the Open Molecules 2025 dataset).

Cartesian coordinates (Å):
C1 -0.881 2.022 1.141
C2 -0.209 1.497 0.115
N1 -0.661 0.286 -0.459
H1 -0.577 2.914 1.682
H2 -1.623 1.389 1.608
H3 0.683 1.919 -0.330
H4 -1.655 0.270 -0.650
H5 -0.284 0.119 -1.387
O1 1.347 -1.785 -1.626
C3 1.178 -2.365 -0.583
O2 0.909 -1.877 0.609
H6 1.074 -3.475 -0.620
H7 0.701 -0.912 0.499

Forces on atoms 1 to 6 (eV/Å):
C 0.87 -0.22 0.31
C -0.91 0.23 0.20
N 0.19 -0.07 -1.12
H 0.02 -0.11 -0.31
H -0.41 0.25 -0.08
H -0.04 0.12 0.06

Net charge: 0
M: 89.1 g mol⁻¹
Largest force on an atom: 2.2 eV Å⁻¹
Spin multiplicity: 1
Orbital gap: 9.97 eV

Atomic partial charges in e from the Löwdin method, atoms 1 to 6:
1 C -0.020
2 C -0.274
3 N 0.006
4 H 0.047
5 H 0.053
6 H 0.106



# C33H36CrIN4O3PTe

C33H36CrIN4O3PTe as an isolated structure in a non-equilibrium geometry (wB97M-V/def2-TZVPD, the Open Molecules 2025 dataset).

Cartesian coordinates (Å):
Cr1 -0.067 0.384 -0.976
C1 2.232 -0.312 -2.944
C2 3.047 -0.063 -1.662
C3 2.814 1.314 -1.125
C4 3.874 2.202 -1.014
C5 3.647 3.502 -0.605
C6 2.341 3.886 -0.332
C7 1.342 2.950 -0.444
N1 1.555 1.678 -0.823
N2 1.097 -1.189 -2.628
C8 0.002 -1.183 -3.597
C9 -1.251 -1.586 -2.875
C10 -2.095 -2.538 -3.413
C11 -3.216 -2.944 -2.710
C12 -3.440 -2.373 -1.471
C13 -2.557 -1.421 -1.004
N3 -1.472 -1.015 -1.673
C14 1.600 -2.593 -2.457
C15 1.470 -3.309 -1.132
C16 2.574 -3.920 -0.552
C17 2.380 -4.746 0.543
C18 1.094 -4.919 1.022
C19 0.064 -4.224 0.407
N4 0.238 -3.448 -0.654
H1 2.874 -0.756 -3.714
H2 1.862 0.635 -3.346
H3 4.112 -0.199 -1.834
H4 2.741 -0.789 -0.905
H5 4.876 1.864 -1.236
H6 4.469 4.199 -0.512
H7 2.105 4.896 -0.030
H8 0.318 3.214 -0.213
H9 0.186 -1.865 -4.434
H10 -0.118 -0.186 -4.021
H11 -1.871 -2.956 -4.385
H12 -3.884 -3.693 -3.114
H13 -4.291 -2.650 -0.865
H14 -2.735 -0.961 -0.049
H15 2.651 -2.608 -2.750
H16 1.063 -3.238 -3.157
H17 3.565 -3.776 -0.964
H18 3.214 -5.255 1.007
H19 0.890 -5.583 1.851
H20 -0.956 -4.305 0.773
I1 -0.782 2.240 -3.016
C20 -2.223 3.074 -1.696
C21 -2.945 4.138 -2.147
C22 -3.967 4.657 -1.333
C23 -4.231 4.067 -0.132
C24 -3.481 2.961 0.331
C25 -3.797 2.345 1.560
C26 -3.089 1.257 1.978
C27 -2.029 0.761 1.200
C28 -1.635 1.320 0.002
C29 -2.410 2.429 -0.456
H21 -2.747 4.573 -3.117
H22 -4.545 5.500 -1.686
H23 -5.038 4.432 0.492
H24 -4.615 2.741 2.149
H25 -3.341 0.765 2.910
H26 -1.509 -0.102 1.583
C30 -0.911 -2.076 4.373
C31 0.436 -1.738 3.767
O1 0.362 -0.421 3.201
P1 1.253 -0.005 1.928
O2 0.626 -0.577 0.642
Te1 3.524 -0.563 2.071
O3 0.934 1.565 1.927
C32 0.732 2.370 3.108
C33 1.915 2.363 4.055
H27 -0.879 -3.069 4.819
H28 -1.693 -2.060 3.611
H29 -1.167 -1.350 5.144
H30 0.702 -2.455 2.994
H31 1.213 -1.743 4.533
H32 -0.169 2.021 3.616
H33 0.543 3.372 2.719
H34 2.111 1.352 4.408
H35 1.699 2.995 4.917
H36 2.810 2.738 3.560

Forces on atoms 1 to 6 (eV/Å):
Cr 0.13 -0.45 1.76
C 0.23 -0.01 -0.15
C -0.18 -0.06 -0.12
C 0.11 -0.09 0.02
C 0.04 0.18 0.14
C -0.10 -0.18 -0.07

Net charge: +1
M: 874.2 g mol⁻¹
Largest force on an atom: 1.8 eV Å⁻¹
Spin multiplicity: 2
Orbital gap (spin up / spin down): 5.47 / 6.02 eV

Atomic partial charges in e from the Löwdin method, atoms 1 to 6:
1 Cr 0.612
2 C -0.171
3 C -0.123
4 C -0.284
5 C 0.002
6 C -0.011



# C11H19NO2

One molecule with the formula C11H19NO2 in a non-equilibrium geometry (wB97M-V/def2-TZVPD, the Open Molecules 2025 dataset).

Cartesian coordinates (Å):
C1 -3.871 -0.398 -1.184
C2 -2.871 0.120 -0.117
C3 -3.538 0.875 1.020
C4 -1.568 -0.232 -0.210
C5 -0.565 0.376 0.632
O1 -0.635 0.739 1.766
C6 0.998 0.578 -0.165
C7 0.732 0.669 -1.671
N1 1.123 1.831 0.391
O2 1.372 2.798 -0.317
C8 2.088 -0.483 0.415
C9 1.540 -1.926 0.303
C10 3.304 -0.195 -0.400
C11 2.322 -0.162 1.854
H1 -3.474 -1.344 -1.374
H2 -4.890 -0.325 -0.887
H3 -3.745 0.257 -1.950
H4 -4.555 1.276 0.741
H5 -3.763 0.108 1.782
H6 -2.927 1.619 1.328
H7 -1.213 -0.868 -0.978
H8 0.521 -0.342 -2.055
H9 1.538 1.167 -2.282
H10 -0.149 1.342 -1.953
H11 1.559 -2.342 -0.698
H12 0.496 -1.927 0.460
H13 2.205 -2.520 0.781
H14 4.128 -0.782 -0.052
H15 3.096 -0.451 -1.396
H16 3.563 0.780 -0.389
H17 1.526 -0.532 2.450
H18 3.255 -0.630 2.214
H19 2.398 0.926 1.940

Forces on atoms 1 to 6 (eV/Å):
C 1.63 0.34 3.22
C -1.36 -0.72 -0.02
C -2.28 -2.33 -1.74
C -1.63 1.08 0.69
C 2.47 -0.61 -0.35
O -0.71 -0.12 0.28

Net charge: 0
M: 197.3 g mol⁻¹
Largest force on an atom: 4.3 eV Å⁻¹
Spin multiplicity: 1
Orbital gap (spin up / spin down): 8.73 / 8.73 eV

Atomic partial charges in e from the Löwdin method, atoms 1 to 6:
1 C -0.016
2 C -0.229
3 C -0.027
4 C -0.033
5 C -0.295
6 O 0.122



So what do the calculations give for total energy? Going down the list: -5117.0736; -414.7457; -6473.7560; -323.7221; -3675.2665; -635.5899 hartree.